A 10-piece molecular cluster, C4H30N2O10 overall. Source: the Open Molecules 2025 dataset; level of theory: wB97M-V/def2-TZVPD.

Geometry (Å):
N -0.871 -0.656 -3.590
C -0.356 -1.437 -2.471
C -0.405 -0.754 -1.094
N -1.569 -1.193 -0.331
C -1.481 -2.442 0.468
C -2.477 -2.364 1.628
O -2.161 -3.035 2.844
H -0.543 -1.195 -4.429
H -1.847 -0.566 -3.797
H 0.731 -1.663 -2.591
H -0.981 -2.346 -2.319
H 0.472 -0.723 -0.420
H -0.733 0.270 -1.280
H -2.385 -1.367 -0.964
H -1.681 -3.411 -0.037
H -0.471 -2.352 0.938
H -2.660 -1.293 1.916
H -3.460 -2.848 1.333
H -1.779 -2.386 3.452
O -1.898 1.788 -3.167
H -1.959 2.058 -4.089
H -1.137 1.156 -3.077
O 4.146 0.763 -0.955
H 4.628 -0.049 -1.153
H 4.194 0.752 0.016
O 2.817 -1.645 4.285
H 3.087 -1.496 3.369
H 1.975 -2.103 4.134
O -0.880 2.276 1.769
H -1.230 1.414 1.495
H -0.722 2.692 0.899
O 3.555 -0.401 1.538
H 3.796 -0.367 2.473
H 2.893 0.336 1.536
O 1.617 1.246 2.449
H 0.681 1.416 2.180
H 2.096 2.010 2.095
O 3.055 3.071 -0.263
H 3.865 2.627 -0.559
H 2.497 2.750 -0.984
O -3.486 -0.242 -2.259
H -4.439 -0.181 -2.380
H -3.144 0.563 -2.700
O -0.746 3.203 -0.730
H -1.200 2.721 -1.448
H -1.427 3.793 -0.384

Results
- SMILES: NCCNCCO.O.O.O.O.O.O.O.O.O
- Calculated total energy: -1032.2459 Ha
- Net charge: 0
- HOMO level: -8.79 eV
- Frontier orbital gap: 8.85 eV

natural (NBO) atomic charge list, values in e, 6 entries: -0.884, -0.247, -0.233, -0.653, -0.267, -0.061

---

C20H27Cl3F3N2PdSi2 as an isolated structure. Source: the Open Molecules 2025 dataset; level of theory: wB97M-V/def2-TZVPD.

Geometry (Å):
Pd 1.927 -1.679 0.931
C 2.016 0.292 1.382
Si 0.910 1.289 0.280
C -0.930 1.078 0.650
N -1.623 -0.083 0.136
C -3.010 0.091 -0.095
C -3.970 -0.823 0.041
C -5.782 -3.164 0.174
C -3.858 -2.286 2.637
C -1.239 -1.388 0.628
C 1.208 0.948 -1.538
C 2.460 0.529 -1.993
C 2.686 0.278 -3.339
C 1.656 0.438 -4.256
C 0.403 0.851 -3.822
C 0.185 1.103 -2.475
C 1.216 3.126 0.605
C 1.533 4.020 -0.419
C 1.738 5.370 -0.160
C 1.626 5.854 1.135
C 1.313 4.982 2.169
C 1.114 3.635 1.903
H 1.662 0.370 2.419
H 3.023 0.706 1.364
H -1.404 1.954 0.194
H -1.082 1.224 1.739
H -2.520 -2.590 -1.659
H -3.204 1.106 -0.454
H -4.219 -4.183 1.524
H -4.947 -0.449 -0.269
H -5.643 -4.215 -0.135
H -5.628 -2.545 -0.719
H -4.693 -2.770 3.159
H -4.127 -1.240 2.472
H -1.848 -1.741 1.481
H -0.215 -1.319 1.058
H 3.267 0.379 -1.283
H 3.662 -0.054 -3.673
H 1.826 0.232 -5.306
H -0.408 0.960 -4.531
H -0.807 1.394 -2.147
H 1.623 3.655 -1.436
H 1.985 6.044 -0.972
H 1.784 6.906 1.339
H 1.225 5.353 3.183
H 0.880 2.967 2.725
F 4.392 -2.753 0.263
C 3.903 -1.768 1.096
F 4.296 -2.159 2.342
F 4.668 -0.692 0.802
N 1.860 -3.864 0.673
H 1.576 -4.137 -0.262
H 1.219 -4.314 1.316
H 2.794 -4.221 0.836
Cl 0.297 -2.543 -1.977
Si -1.381 -2.647 -0.754
Cl -1.308 -4.564 0.071
Cl -4.090 -2.950 0.947

Results
- Calculated total energy: -3274.6518 Ha
- Net charge: -1
- HOMO level: -4.15 eV
- Frontier orbital gap: 6.57 eV

natural (NBO) atomic charge list, values in e, 6 entries: 0.497, -1.192, 1.645, -0.665, -0.508, -0.105

---

C41H54CrN2OPSSe as an isolated structure. Source: the Open Molecules 2025 dataset; level of theory: wB97M-V/def2-TZVPD.

Geometry (Å):
Cr 0.091 0.315 -0.074
C 3.720 -1.543 -1.421
C 3.521 -0.035 -1.405
C 2.881 0.418 -2.717
P 2.412 0.552 -0.017
C 3.319 0.180 1.570
C 2.897 -1.203 2.058
C 2.908 1.231 2.598
C 2.602 2.325 -0.305
C 3.795 3.028 -0.370
C 3.812 4.363 -0.746
C 5.101 5.122 -0.851
C 2.596 4.980 -1.043
C 1.400 4.298 -0.984
C 1.372 2.937 -0.627
N 0.244 2.173 -0.582
C -0.991 2.820 -0.753
C -1.561 3.506 0.334
C -0.817 3.558 1.633
C -2.805 4.095 0.193
C -3.502 4.033 -1.008
C -4.861 4.660 -1.128
C -2.918 3.372 -2.081
C -1.671 2.773 -1.977
C -1.041 2.082 -3.150
H 4.250 -1.836 -2.328
H 2.745 -2.029 -1.406
H 4.299 -1.876 -0.563
H 4.484 0.477 -1.274
H 1.900 -0.049 -2.822
H 3.497 0.115 -3.564
H 2.761 1.501 -2.751
H 4.401 0.212 1.391
H 1.814 -1.234 2.184
H 3.361 -1.420 3.018
H 3.163 -1.986 1.353
H 1.820 1.234 2.690
H 3.240 2.227 2.312
H 3.328 0.991 3.573
H 4.724 2.531 -0.122
H 5.947 4.479 -0.623
H 5.113 5.967 -0.163
H 5.232 5.517 -1.858
H 2.596 6.022 -1.334
H 0.477 4.805 -1.233
H -0.533 2.541 1.918
H -1.427 3.999 2.420
H 0.103 4.139 1.535
H -3.250 4.606 1.037
H -4.866 5.658 -0.690
H -5.602 4.064 -0.593
H -5.166 4.730 -2.170
H -3.448 3.325 -3.023
H -1.785 1.841 -3.904
H -0.540 1.164 -2.827
H -0.286 2.728 -3.602
Se -1.091 -0.402 2.167
C -0.275 -0.153 3.893
C 0.155 -1.262 4.618
C 0.644 -1.073 5.896
N 0.754 0.113 6.474
C 0.355 1.165 5.780
C -0.174 1.094 4.504
H 0.082 -2.248 4.187
H 0.967 -1.919 6.491
H 0.458 2.122 6.275
H -0.515 1.991 4.011
C -3.855 -6.140 -0.478
C -3.742 -4.673 -0.748
C -3.584 -3.753 0.284
C -3.399 -2.410 0.011
C -3.384 -1.976 -1.302
C -3.555 -2.874 -2.342
C -3.738 -4.215 -2.061
S -3.034 -0.242 -1.686
C -4.563 0.452 -0.949
O -1.985 0.170 -0.713
H -4.230 -6.334 0.522
H -2.868 -6.597 -0.563
H -4.506 -6.616 -1.207
H -3.588 -4.098 1.307
H -3.240 -1.709 0.818
H -3.539 -2.526 -3.363
H -3.851 -4.923 -2.869
H -4.652 0.116 0.081
H -5.416 0.135 -1.540
H -4.442 1.532 -0.984
C -0.074 -4.806 -1.965
C 0.589 -4.269 -0.690
C 2.055 -4.723 -0.679
C -0.123 -4.820 0.551
C 0.490 -2.806 -0.643
C 0.374 -1.604 -0.526
H 0.057 -5.886 -2.021
H 0.373 -4.357 -2.850
H -1.138 -4.587 -1.968
H 2.104 -5.810 -0.624
H 2.579 -4.314 0.181
H 2.564 -4.403 -1.585
H -0.120 -5.909 0.543
H -1.148 -4.464 0.581
H 0.379 -4.472 1.451

Results
- Multiplicity: 4
- Calculated total energy: -5964.8885 Ha
- Net charge: 0
- HOMO level (alpha / beta): -7.12 / -7.32 eV
- Frontier orbital gap (alpha / beta): 6.49 / 7.73 eV

Löwdin atomic charge list, values in e, 6 entries: 0.381, -0.114, -0.493, -0.102, 1.085, -0.492

---

A 3-piece molecular cluster, C3H9O5 overall. Source: the Open Molecules 2025 dataset; level of theory: wB97M-V/def2-TZVPD.

Geometry (Å):
O 1.486 0.512 1.453
C 0.904 -0.061 0.513
O 0.702 -1.290 0.298
C 0.290 0.940 -0.514
C 0.998 0.678 -1.898
O 0.651 -0.652 -2.322
H 0.292 1.926 -0.063
H -0.785 0.772 -0.739
H 0.582 1.313 -2.675
H 2.083 0.636 -1.871
H 0.779 -1.193 -1.504
H -0.989 -2.747 0.362
H -1.265 -2.339 -0.949
O -1.711 -2.842 -0.265
H -1.834 1.591 2.833
H -0.680 1.131 3.598
O -1.505 1.626 3.741

Results
- Calculated total energy: -495.9839 Ha
- Net charge: -1
- HOMO level: -4.97 eV
- Frontier orbital gap: 8.81 eV

natural (NBO) atomic charge list, values in e, 6 entries: -0.755, 0.771, -0.830, -0.559, -0.060, -0.784